# 1
The following is a quantum chemistry calculation of a 13-piece molecular cluster, C14H54N8O13 overall in a non-equilibrium geometry, from OMol25.

Relative energy (zero: lowest compared OMol25 entry of this formula, charge and spin), kJ/mol: 254.6
E_LUMO, eV: 0.15
Frontier orbital gap, eV: 8.936
E_HOMO, eV: -8.78

XYZ file:
```
89
Properties=species:S:1:pos:R:3:forces:R:3
C -18.413 -15.920 -5.641 0.222 -1.144 1.171
C -18.390 -14.488 -5.116 -0.131 -0.966 -1.135
O -19.753 -14.214 -5.164 -1.005 -0.185 -0.213
H -19.093 -16.035 -6.511 0.702 0.334 0.445
H -18.857 -16.509 -4.814 -0.001 -0.002 -0.511
H -17.438 -16.394 -5.798 -0.059 0.323 -0.291
H -17.793 -13.875 -5.805 -0.081 0.321 0.334
H -18.092 -14.387 -4.073 0.788 -0.146 0.028
H -19.963 -13.323 -4.916 -0.524 0.990 0.268
C -15.197 -11.195 2.573 -1.583 1.938 -4.651
O -15.752 -11.194 1.245 3.294 0.003 6.642
N -14.333 -10.302 3.065 3.435 3.391 0.309
N -15.604 -11.960 3.528 -3.807 -3.274 0.129
H -14.080 -9.449 2.568 -0.246 -0.812 -0.392
H -13.825 -10.268 4.013 -1.814 -0.909 -2.071
H -16.574 -12.261 3.181 1.075 -0.853 1.250
H -15.378 -11.920 4.535 -0.174 0.331 -1.425
C -19.031 -12.723 -0.798 -8.262 8.459 -0.390
O -20.241 -12.001 -1.114 5.507 -3.329 1.275
N -18.837 -13.885 -1.096 -0.822 -9.097 -3.831
N -18.116 -12.220 -0.070 2.558 4.186 1.952
H -19.511 -14.506 -1.566 0.200 0.665 -0.265
H -17.893 -14.154 -1.268 0.792 -0.708 0.325
H -18.262 -11.234 0.075 -0.090 0.452 0.713
H -17.139 -12.493 0.092 -0.769 -0.342 -0.070
C -15.663 -14.596 -0.227 1.586 -4.823 7.932
O -15.560 -15.370 0.938 -0.739 4.151 -6.051
N -15.083 -13.507 -0.477 4.298 5.190 2.267
N -16.345 -14.962 -1.269 -1.815 -4.245 -4.362
H -14.513 -13.097 0.276 -0.661 -0.196 -0.520
H -15.166 -12.909 -1.295 -0.386 -0.412 -0.031
H -16.376 -15.981 -1.177 -0.788 0.114 -0.528
H -15.927 -14.703 -2.193 -0.548 -0.262 1.260
C -20.027 -8.791 1.524 2.635 -5.086 -1.341
O -19.455 -9.925 1.050 -2.544 5.010 1.794
N -19.402 -7.636 1.692 2.121 1.454 -0.404
N -21.251 -8.728 2.024 -4.325 -3.634 -0.339
H -18.371 -7.489 1.614 -1.144 -0.634 0.287
H -19.919 -7.081 2.336 0.360 0.891 0.232
H -21.941 -9.635 1.910 2.391 3.243 0.935
H -21.724 -7.887 2.373 0.747 -0.612 -0.542
C -22.602 -11.654 1.290 -3.004 0.246 -0.601
O -22.922 -10.800 2.454 0.837 0.755 -3.966
H -22.275 -12.635 1.553 0.976 -0.340 0.549
H -21.950 -11.086 0.641 0.420 -0.280 0.006
H -23.557 -11.914 0.682 1.248 0.921 0.960
H -23.153 -11.307 3.165 -0.878 -2.059 2.813
C -20.610 -15.010 1.462 -1.486 1.848 1.127
O -19.523 -15.669 0.995 1.908 -1.316 -0.300
H -21.537 -15.552 1.205 0.033 0.507 -0.008
H -20.545 -13.986 1.059 -0.965 -0.080 -0.172
H -20.645 -14.801 2.571 0.421 -0.759 -0.716
H -19.156 -15.144 0.265 0.027 -0.368 0.397
C -16.319 -8.276 0.346 0.234 1.550 0.187
O -16.710 -7.155 1.176 -1.232 1.017 -0.769
H -16.652 -9.180 0.783 -0.163 -0.902 0.573
H -15.239 -8.164 0.385 0.178 -0.749 -0.796
H -16.781 -8.189 -0.639 0.432 0.051 -0.098
H -17.210 -6.529 0.600 0.848 -0.551 0.673
C -19.408 -11.212 -4.567 1.979 -0.613 -1.079
O -20.713 -11.697 -4.671 -0.815 0.633 0.649
H -19.250 -10.136 -4.679 -0.602 0.188 0.651
H -18.844 -11.568 -5.479 -0.463 -0.134 0.933
H -18.958 -11.638 -3.646 0.159 0.599 -0.399
H -21.132 -11.457 -3.820 -0.084 -0.190 -0.465
C -16.338 -10.524 -2.120 2.003 1.374 -0.751
O -15.836 -11.778 -2.536 -0.340 -0.442 -0.687
H -16.718 -10.528 -1.145 -0.531 -0.432 1.215
H -17.031 -10.125 -2.809 -1.293 0.119 -0.682
H -15.524 -9.779 -2.143 0.029 -0.249 0.210
H -15.939 -11.799 -3.498 0.197 -0.226 0.352
C -23.394 -11.707 -2.600 -1.115 1.847 -0.953
O -22.512 -10.887 -1.875 0.161 -0.390 -0.291
H -22.956 -12.383 -3.334 0.300 0.231 -0.241
H -24.079 -10.956 -3.076 0.515 -0.932 -0.225
H -24.061 -12.309 -2.029 -0.365 -0.678 1.148
H -21.715 -11.396 -1.664 0.417 -0.056 0.475
C -19.294 -12.284 3.407 0.233 1.869 -2.038
O -18.122 -12.879 2.762 0.089 2.812 5.164
H -19.111 -11.398 4.048 0.992 -0.338 -0.659
H -19.760 -12.929 4.069 -0.893 -1.902 1.006
H -20.029 -11.882 2.657 0.773 -0.589 0.433
H -18.346 -13.284 1.995 -1.249 -1.787 -3.637
C -21.648 -14.900 -2.056 0.129 -0.985 -0.426
O -20.577 -15.579 -2.656 2.716 -0.524 0.349
H -21.604 -13.853 -1.952 0.634 1.401 0.000
H -21.832 -15.339 -1.098 0.019 -0.352 0.572
H -22.377 -15.182 -2.720 -3.024 -0.011 -0.968
H -20.309 -15.296 -3.552 -0.800 0.495 0.301
```
Positions in Å, forces in eV/Å.

=====

# 2
The following is a quantum chemistry calculation of a 2-piece molecular cluster, H4N4O2 overall in a non-equilibrium geometry, from OMol25.

Relative energy (zero: lowest compared OMol25 entry of this formula, charge and spin), kJ/mol: 59.0
E_LUMO, eV: -0.75
Frontier orbital gap, eV: 9.012
E_HOMO, eV: -9.76

XYZ file:
```
10
Properties=species:S:1:pos:R:3:forces:R:3
H 1.570 -2.563 -0.741 -0.241 1.984 0.948
N 1.847 -1.600 -0.320 -0.357 0.823 -0.960
N 1.040 -0.728 -0.682 -0.426 -4.704 -0.834
N 1.324 0.597 -0.454 0.824 1.569 -0.146
O 1.649 1.163 -1.464 0.318 0.144 0.007
O 1.059 1.065 0.611 -0.090 0.176 0.942
N -2.133 0.568 0.534 0.603 -1.949 -0.128
H -2.951 1.007 0.919 0.360 0.643 0.315
H -2.208 -0.439 0.812 0.371 1.377 -0.388
H -1.197 0.930 0.785 -1.363 -0.062 0.243
```
Positions in Å, forces in eV/Å.

=====

# 3
The following is a quantum chemistry calculation of C3H2ORu as an isolated structure in a non-equilibrium geometry, from OMol25.

Multiplicity: 6
Relative energy (zero: lowest compared OMol25 entry of this formula, charge and spin), kJ/mol: 0.0
E_LUMO (spin up / spin down), eV: 4.11 / 3.18
Frontier orbital gap (spin up / spin down), eV: 6.265 / 5.979
Total charge: -1
E_HOMO (spin up / spin down), eV: -2.15 / -2.80

XYZ file:
```
7
Properties=species:S:1:pos:R:3:forces:R:3
H 1.306 3.500 -2.840 1.131 0.835 4.024
C 1.814 3.677 -1.534 -1.026 -2.759 -2.966
C 1.096 3.094 -0.467 -0.577 0.560 -0.116
C 0.375 2.711 0.472 -0.038 0.224 -0.508
O -0.417 2.337 1.381 1.151 1.892 -2.535
H 2.827 3.230 -1.611 -0.199 0.928 0.051
Ru -0.730 1.139 2.862 -0.442 -1.680 2.051
```
Positions in Å, forces in eV/Å.

=====

# 4
The following is a quantum chemistry calculation of C5H5NO as an isolated structure in a non-equilibrium geometry, from OMol25.

Relative energy (zero: lowest compared OMol25 entry of this formula, charge and spin), kJ/mol: 315.1
E_LUMO, eV: 0.97
Frontier orbital gap, eV: 10.245
E_HOMO, eV: -9.28

XYZ file:
```
12
Properties=species:S:1:pos:R:3:forces:R:3
C 1.130 -0.068 -0.466 0.432 -1.352 -0.505
C -0.069 -1.059 0.223 -0.403 -1.078 -1.912
C 0.341 0.938 0.453 0.232 0.918 0.063
C -0.864 0.904 -0.458 -0.586 1.420 1.373
C -1.141 -0.390 -0.535 -1.880 -2.114 -3.029
H -0.148 -2.169 0.339 0.504 1.088 -0.049
H 1.044 -0.572 1.559 -0.119 0.726 1.505
H 0.721 1.950 0.810 -0.403 -1.619 -0.279
H -1.355 1.812 -0.793 0.124 -0.431 -0.383
H -1.803 -0.978 -1.310 1.100 1.518 1.884
N 0.093 -0.225 1.375 1.126 0.662 1.112
O 2.051 -0.141 -1.197 -0.126 0.262 0.219
```
Positions in Å, forces in eV/Å.

=====

# 5
The following is a quantum chemistry calculation of C24H26AsAuN2O3 as an isolated structure, from OMol25.

Relative energy (zero: lowest compared OMol25 entry of this formula, charge and spin), kJ/mol: 0.0
E_LUMO, eV: 0.23
Frontier orbital gap, eV: 8.587
E_HOMO, eV: -8.36

XYZ file:
```
57
Properties=species:S:1:pos:R:3:forces:R:3
Au 0.550 0.513 1.026 0.349 -0.181 0.250
C 6.618 0.224 0.990 0.006 0.007 0.010
C 6.334 -0.531 -0.142 0.001 -0.007 -0.009
C 5.029 -0.636 -0.594 -0.004 0.037 -0.018
C 4.007 0.013 0.092 0.015 -0.018 -0.003
C 4.288 0.761 1.227 -0.010 -0.045 0.013
C 5.599 0.869 1.673 0.006 -0.002 0.006
As 2.185 -0.085 -0.534 -0.127 0.051 -0.159
C 2.285 0.609 -2.330 0.031 -0.003 0.003
C 2.454 1.927 -2.719 -0.028 -0.019 0.017
C 2.510 2.229 -4.072 0.004 0.012 -0.010
C 2.391 1.217 -5.017 0.000 0.008 -0.011
C 2.220 -0.102 -4.625 -0.006 -0.019 0.028
C 2.170 -0.418 -3.272 0.027 0.043 -0.023
C 2.008 -1.775 -2.704 -0.019 -0.051 0.007
C 1.838 -2.949 -3.431 0.008 0.028 0.004
C 1.683 -4.154 -2.763 -0.002 -0.007 0.001
C 1.685 -4.203 -1.374 -0.002 -0.015 -0.002
C 1.845 -3.038 -0.638 0.023 0.023 0.004
C 2.017 -1.838 -1.308 -0.045 -0.003 0.007
H 7.639 0.304 1.341 0.001 0.001 0.001
H 7.131 -1.039 -0.671 0.000 0.002 0.000
H 4.805 -1.224 -1.478 0.002 0.001 0.000
H 3.481 1.240 1.770 0.002 0.010 -0.008
H 5.820 1.450 2.559 0.001 0.000 0.000
H 2.537 2.713 -1.979 -0.003 0.002 -0.002
H 2.642 3.254 -4.391 -0.002 0.001 -0.003
H 2.430 1.460 -6.071 0.001 0.003 0.000
H 2.129 -0.878 -5.374 0.000 0.000 -0.005
H 1.822 -2.928 -4.513 0.000 -0.003 -0.003
H 1.551 -5.065 -3.332 -0.001 -0.003 0.003
H 1.553 -5.149 -0.865 -0.001 -0.002 -0.001
H 1.829 -3.064 0.445 0.000 -0.006 0.001
O -1.625 -0.907 2.475 0.105 0.031 0.097
C -1.142 -0.078 3.240 -0.088 0.053 -0.120
O -0.241 0.792 2.961 -0.192 0.029 0.002
H -1.488 -0.025 4.289 0.001 0.003 -0.018
C -5.065 1.020 -0.146 -0.002 -0.005 -0.022
N -3.711 1.222 0.333 -0.022 -0.006 0.072
C -3.396 2.584 0.717 0.016 0.008 -0.005
C -2.660 0.451 -0.103 0.114 -0.039 -0.008
O -1.561 0.959 -0.345 -0.110 0.110 -0.039
N -2.888 -0.883 -0.269 -0.089 0.001 -0.119
C -1.807 -1.670 -0.828 0.030 -0.012 0.037
C -3.806 -1.629 0.576 -0.003 -0.004 0.036
H -5.347 1.834 -0.824 0.001 0.002 0.004
H -5.780 1.003 0.681 0.002 -0.008 0.000
H -5.143 0.087 -0.695 0.001 0.001 -0.001
H -4.194 2.956 1.361 -0.001 -0.006 0.001
H -3.305 3.246 -0.151 -0.001 -0.002 -0.001
H -2.459 2.603 1.266 0.002 0.004 -0.001
H -1.248 -1.076 -1.546 -0.009 0.000 -0.007
H -2.227 -2.542 -1.332 0.004 -0.009 0.012
H -1.126 -2.006 -0.038 0.009 0.009 -0.005
H -4.282 -0.969 1.294 0.002 0.003 -0.004
H -3.243 -2.367 1.148 -0.001 -0.004 -0.007
H -4.572 -2.136 -0.020 0.005 -0.003 -0.001
```
Positions in Å, forces in eV/Å.

=====

Number 1: E -1981.71688 a.u.. Number 2: E -371.71406 a.u.. Number 3: E -285.38418 a.u.. Number 4: E -323.39969 a.u.. Number 5: E -3636.88197 a.u..